# 1
This record from the OMol25 dataset describes 3 unconnected molecules or ions with the total composition C11H18BrNO10P in a non-equilibrium geometry. The level of theory is the ωB97M-V functional and the def2-TZVPD basis.

Summary:
* charge: -1
* E_tot: -4152.5579 Eh

Element x y z (Å)
1 C 2.896 -1.153 -0.767
2 C 2.183 -2.266 -1.719
3 C 1.316 -1.458 -2.792
4 Br 0.602 -2.699 -4.225
5 N 0.301 -0.538 -2.254
6 C -0.465 -1.046 -1.092
7 C -1.421 0.191 -0.609
8 O -1.856 0.954 -1.519
9 O -1.669 0.283 0.736
10 P -1.642 -2.489 -1.441
11 O -0.820 -3.997 -1.494
12 O -2.674 -2.558 -0.045
13 H 2.170 -0.650 -0.050
14 H 3.735 -1.603 -0.134
15 H 3.326 -0.340 -1.439
16 H 3.058 -2.857 -2.182
17 H 1.531 -2.970 -1.109
18 H 2.069 -0.798 -3.367
19 H 0.816 0.315 -1.958
20 H 0.141 -1.315 -0.162
21 H -1.206 -4.457 -2.276
22 H -2.057 -2.764 0.710
23 C -0.566 5.270 -0.396
24 C -1.374 4.638 -1.488
25 O -0.413 3.867 -2.194
26 C 0.603 3.606 -1.328
27 O 1.497 2.839 -1.546
28 O 0.472 4.328 -0.181
29 H -1.145 5.425 0.516
30 H -0.122 6.223 -0.701
31 H -2.149 3.969 -1.104
32 H -1.838 5.377 -2.145
33 C -0.952 -1.121 4.856
34 C -0.144 -0.237 3.954
35 O 0.356 -1.144 2.983
36 C -0.486 -2.208 2.959
37 O -0.451 -3.075 2.133
38 O -1.375 -2.162 3.988
39 H -1.809 -0.605 5.289
40 H -0.353 -1.555 5.664
41 H -0.754 0.518 3.450
42 H 0.673 0.260 4.479

Results of the Löwdin charge analysis, in e, for atoms 1 through 5: -0.117, -0.260, -0.698, 0.536, -0.073

=====

# 2
This record from the OMol25 dataset describes a molecular structure, C11H18Cl4MoO in a non-equilibrium geometry. The level of theory is the ωB97M-V functional and the def2-TZVPD basis.

Summary:
* spin multiplicity: 3
* charge: -2
* E_tot: -2414.1109 Eh

Element x y z (Å)
1 C -0.112 -1.490 0.697
2 C 1.247 -1.543 0.177
3 C 1.251 -0.891 -1.114
4 C 2.437 -1.987 0.943
5 C -0.097 -0.451 -1.393
6 C -0.934 -0.866 -0.305
7 C -2.431 -0.957 -0.345
8 C -0.645 -2.187 1.915
9 C 2.413 -0.544 -1.971
10 C -0.592 -0.019 -2.730
11 Mo 0.840 0.540 0.444
12 Cl 2.984 1.277 0.914
13 Cl -0.549 0.955 2.358
14 Cl -0.139 2.503 -0.625
15 H 2.213 -2.102 2.004
16 H 3.193 -1.202 0.871
17 H 2.896 -2.913 0.592
18 H 3.213 -0.158 -1.344
19 H 2.140 0.251 -2.663
20 H 2.822 -1.350 -2.575
21 H 0.175 0.543 -3.249
22 H -1.495 0.583 -2.644
23 H -0.832 -0.895 -3.340
24 H -2.919 -0.209 -0.990
25 H -2.908 -0.903 0.647
26 H -2.657 -1.958 -0.757
27 H 0.067 -2.143 2.735
28 H -0.864 -3.248 1.700
29 H -1.570 -1.719 2.254
30 O -3.683 2.304 0.428
31 H -2.730 2.265 0.688
32 Cl -1.260 5.162 2.896
33 C -0.601 4.578 1.525
34 H -1.261 4.606 0.686
35 H 0.388 4.169 1.573

Results of the Löwdin charge analysis, in e, for atoms 1 through 5: -0.385, -0.384, -0.382, -0.099, -0.379

=====

# 3
This record from the OMol25 dataset describes a molecular structure, C11H18ClCoNO2 in a non-equilibrium geometry. The level of theory is the ωB97M-V functional and the def2-TZVPD basis.

Summary:
* spin multiplicity: 5
* charge: +1
* E_tot: -2477.7929 Eh

Element x y z (Å)
1 Co -0.782 0.142 -0.276
2 C 1.814 0.029 -2.812
3 C 1.460 -0.523 -1.468
4 C 0.738 -1.702 -1.351
5 C 0.377 -2.210 -0.112
6 C -0.368 -3.497 -0.002
7 C 0.763 -1.522 1.028
8 C 1.491 -0.345 0.948
9 C 1.923 0.362 2.185
10 C 1.840 0.136 -0.306
11 H 2.777 -0.336 -3.182
12 H 1.865 1.117 -2.783
13 H 1.057 -0.243 -3.550
14 H 0.453 -2.235 -2.241
15 H 0.321 -4.343 0.021
16 H -1.046 -3.636 -0.846
17 H -0.970 -3.531 0.909
18 H 0.488 -1.906 1.994
19 H 2.929 0.059 2.474
20 H 1.255 0.143 3.018
21 H 1.925 1.443 2.043
22 H 2.420 1.040 -0.378
23 N -2.461 -0.767 -0.270
24 H -3.207 -0.118 0.066
25 H -2.406 -1.594 0.365
26 H -2.687 -1.085 -1.239
27 Cl -0.777 4.611 2.414
28 C -1.447 4.080 0.851
29 C -1.460 2.586 0.777
30 O -2.106 1.936 1.583
31 O -0.763 1.951 -0.185
32 H -0.820 4.498 0.035
33 H -2.481 4.468 0.743
34 H -2.119 0.992 -0.454

Results of the Löwdin charge analysis, in e, for atoms 1 through 5: 0.805, -0.018, -0.278, -0.022, -0.311